(1)
{
  "formula": "C6H9N",
  "method": "ωB97M-V/def2-TZVPD",
  "elements": ["N", "C", "C", "C", "C", "C", "C", "H", "H", "H", "H", "H", "H", "H", "H", "H"],
  "positions_angstrom": [[-1.1623, 1.7177, 2.0965], [-0.1875, 0.0724, -1.0270], [1.2811, -0.7105, 0.8705], [1.0628, 0.2612, -0.2717], [-1.3277, -0.8144, -0.6360], [0.1744, 1.4717, -0.1159], [-0.5539, 1.5888, 1.1158], [1.9540, 0.4160, -0.8719], [1.5224, -1.6871, 0.4329], [-0.0345, 0.2052, -2.1051], [-1.7217, -0.5466, 0.3482], [-2.1481, -0.7371, -1.3567], [-0.4981, 1.6137, -1.0202], [2.1149, -0.4114, 1.5066], [0.3969, -0.8326, 1.5028], [-0.9816, -1.8501, -0.6129]],
  "de_lowest_kj_mol": 305.4,
  "e_lumo_ha": 0.0279,
  "max_force_ha_per_bohr": 0.04069,
  "spin_multiplicity": 1,
  "homo_lumo_gap_ev": 9.640,
  "e_tot_ev": -7854.9947,
  "smiles": "C[C@@H]1[C@H](C)[C@@H]1C#N"
}

---

(2)
{
  "formula": "C6H12Cl2O4P",
  "method": "ωB97M-V/def2-TZVPD",
  "elements": ["Cl", "Cl", "P", "O", "O", "O", "O", "C", "C", "C", "C", "C", "C", "H", "H", "H", "H", "H", "H", "H", "H", "H", "H", "H", "H"],
  "positions_angstrom": [[0.6876, 0.8928, 1.7104], [-2.0738, 0.8014, 2.7863], [-1.5867, -1.2158, -2.0631], [-0.6556, -2.2353, -1.1213], [-2.9591, -1.0164, -1.5483], [0.7970, -4.2164, 0.3166], [-1.1279, -1.1113, -3.4368], [-1.0947, -2.5785, 0.1473], [-0.6066, -4.0091, 0.2783], [-0.8753, 1.0500, -1.1090], [-1.4233, 1.3742, 0.2255], [-1.1196, 2.8188, 0.2959], [-1.0568, 0.3419, 1.3618], [-1.3775, 1.4155, -1.9164], [-1.1143, 3.0491, 1.3612], [-0.7416, -1.8126, 0.8300], [-1.1028, -4.4670, -0.5524], [-0.6299, -0.0845, -1.1830], [-0.9559, -4.3343, 1.3474], [-0.1290, 3.0059, -0.2067], [-2.2204, -2.5479, 0.0390], [0.0950, 1.4538, -1.0916], [-1.8217, 3.4580, -0.2515], [1.1562, -3.5049, -0.2022], [-2.6095, 1.3440, 0.1819]],
  "de_lowest_kj_mol": 312.8,
  "e_lumo_ha": 0.1164,
  "max_force_ha_per_bohr": 0.09947,
  "spin_multiplicity": 1,
  "homo_lumo_gap_ev": 6.662,
  "e_tot_ev": -48940.2570,
  "total_charge": -1
}

---

(3)
{
  "formula": "C48H47FN6O3Sn",
  "method": "ωB97M-V/def2-TZVPD",
  "elements": ["Sn", "F", "O", "O", "O", "N", "N", "N", "N", "N", "N", "C", "C", "C", "C", "C", "C", "C", "C", "C", "C", "C", "C", "C", "C", "C", "C", "C", "C", "C", "C", "C", "C", "C", "C", "C", "C", "C", "C", "C", "C", "C", "C", "C", "C", "C", "C", "C", "C", "C", "C", "C", "C", "C", "C", "C", "C", "C", "C", "H", "H", "H", "H", "H", "H", "H", "H", "H", "H", "H", "H", "H", "H", "H", "H", "H", "H", "H", "H", "H", "H", "H", "H", "H", "H", "H", "H", "H", "H", "H", "H", "H", "H", "H", "H", "H", "H", "H", "H", "H", "H", "H", "H", "H", "H", "H"],
  "positions_angstrom": [[-0.1098, -0.5779, -0.3921], [0.7291, -3.7857, -0.5582], [1.0414, 6.9577, 0.8635], [1.6625, -0.1266, 0.5727], [-2.4672, -1.6154, -0.1529], [-0.1982, -0.4329, 2.8216], [0.4566, 4.7655, 0.7341], [1.6113, -2.5113, -2.7534], [-0.9877, 1.5365, -0.0723], [-0.8514, -0.6614, 1.7621], [-0.8620, 6.2977, 1.9251], [2.6461, -4.5569, -3.5498], [1.5618, -1.8604, -3.9134], [-0.1270, 2.5025, 0.2612], [-2.8314, -0.3602, 3.2209], [1.4704, -4.4674, -1.4195], [0.9097, -2.3800, -5.1017], [2.5639, -6.4588, -2.0945], [1.2579, 0.0963, 6.6576], [-0.9119, 4.2726, 3.3130], [2.0329, 0.2398, -5.0316], [-1.3588, -3.3680, -5.4621], [3.3584, 0.8316, 5.7774], [0.6739, -4.6422, -6.2029], [2.0004, 0.0754, 1.8255], [3.3180, 0.5307, 2.0737], [2.0881, -0.5089, -3.8819], [2.8937, 0.5700, 4.4714], [-4.1928, -0.4925, 3.4340], [1.8553, -3.8176, -2.6253], [0.2537, 6.0940, 1.1590], [-4.4560, -1.4299, 1.2340], [0.1164, -3.6712, -5.1563], [1.4321, -0.2752, -6.1779], [2.5502, 0.6059, 6.8580], [0.8643, -1.5465, -6.1974], [-2.6924, 3.1568, -0.3244], [-3.0227, 3.4166, 4.1414], [-3.8062, 2.4035, 4.9284], [-1.8146, 4.1651, 0.0232], [-0.4931, 3.8414, 0.3411], [2.8250, -0.0151, -2.6670], [3.0017, -5.8504, -3.2786], [-2.2630, -0.7707, 2.0208], [-3.2530, -2.1428, -1.2203], [-2.2535, 1.8476, -0.3634], [-1.6414, 3.3225, 4.0123], [1.5842, 0.0912, 4.2676], [1.1176, -0.1258, 2.9058], [3.7364, 0.7732, 3.3453], [1.7938, -5.7726, -1.1599], [-3.6580, 4.5057, 3.5476], [4.3362, -0.1922, -2.8757], [0.7802, -0.1563, 5.3949], [-2.9446, 5.4496, 2.8282], [2.4848, 1.4393, -2.3373], [-5.0008, -1.0357, 2.4486], [-3.0950, -1.2834, 1.0242], [-1.5649, 5.3317, 2.6962], [1.4607, -6.2368, -0.2421], [0.3633, -1.8796, -7.0962], [4.3638, 1.2119, 5.9089], [-3.4587, 6.2821, 2.3620], [1.6765, -4.9921, -5.9624], [1.3907, 0.3324, -7.0733], [3.0207, -4.0418, -4.4247], [3.9716, 0.6705, 1.2231], [2.9684, 2.1355, -3.0242], [2.5429, -0.6433, -1.8204], [-2.1971, 0.0724, 3.9800], [-4.6462, 2.0164, 4.3490], [0.1656, 4.1930, 3.2578], [-4.0295, -1.4373, -1.5198], [0.8801, 2.1954, 0.5212], [-3.7221, 3.3842, -0.5609], [-4.2166, 2.8471, 5.8368], [-4.7319, 4.6149, 3.6421], [1.4189, 4.5857, 0.4942], [-1.9627, -4.2539, -5.2664], [0.0223, -5.5127, -6.2766], [2.4607, 1.2327, -5.0539], [-6.0629, -1.1518, 2.6154], [-2.9206, 1.0282, -0.5979], [-0.2121, -0.5617, 5.2638], [2.8458, -7.4830, -1.8884], [-5.0921, -1.8510, 0.4695], [-4.6214, -0.1662, 4.3715], [4.7483, 1.1211, 3.5186], [-1.0575, 7.2738, 2.0904], [0.6302, -0.1111, 7.5146], [0.1474, -4.1593, -4.1831], [2.8371, 1.6714, -1.3318], [-3.1783, 1.5631, 5.2255], [2.9026, 0.8098, 7.8595], [-1.7406, -2.5479, -4.8516], [-1.5017, -3.1005, -6.5095], [4.6872, 0.4233, -3.7055], [4.8729, 0.1097, -1.9762], [0.7107, -4.1742, -7.1873], [1.4080, 1.6257, -2.3745], [-3.7039, -3.0914, -0.9294], [4.5955, -1.2303, -3.0911], [-2.5639, -2.3016, -2.0466], [-1.1151, 2.5029, 4.4899], [-2.1420, 5.1945, 0.0413], [3.6340, -6.3988, -3.9625]],
  "de_lowest_kj_mol": 0.0,
  "e_lumo_ha": [-0.2992, -0.2985],
  "max_force_ha_per_bohr": 0.00876,
  "spin_multiplicity": 1,
  "homo_lumo_gap_ev": [4.090, 4.111],
  "e_tot_ev": -74157.4736,
  "total_charge": 2
}

---

(4)
{
  "formula": "C5H11NO",
  "method": "ωB97M-V/def2-TZVPD",
  "elements": ["O", "N", "C", "C", "C", "C", "C", "H", "H", "H", "H", "H", "H", "H", "H", "H", "H", "H"],
  "positions_angstrom": [[-2.5186, -0.7058, -4.0495], [-0.7063, 2.6788, 1.5043], [0.9460, 0.9178, 1.2167], [0.4586, -2.2348, 0.8625], [-0.1392, 1.5706, 0.8257], [0.7894, -1.2883, 0.0043], [1.6937, -0.1216, 0.3747], [-2.5543, -1.6553, -4.2382], [1.3247, 1.0017, 2.2172], [-0.4209, 2.6769, 2.4788], [0.8495, -2.2673, 1.8731], [-0.6244, 1.3901, -0.1245], [-0.4638, -2.8100, 0.8232], [2.1389, 0.3057, -0.5205], [0.5804, -1.3452, -1.0642], [-2.0863, -0.2511, -4.7749], [-1.7185, 2.6274, 1.5229], [2.4511, -0.4896, 1.0684]],
  "de_lowest_kj_mol": 255.3,
  "e_lumo_ha": 0.0319,
  "max_force_ha_per_bohr": 0.03133,
  "spin_multiplicity": 1,
  "homo_lumo_gap_ev": 9.059,
  "e_tot_ev": -8899.0513,
  "smiles": "C=CC/C=C/N.O"
}

---

(5)
{
  "formula": "C2H12NO4",
  "method": "ωB97M-V/def2-TZVPD",
  "elements": ["O", "O", "O", "O", "N", "C", "C", "H", "H", "H", "H", "H", "H", "H", "H", "H", "H", "H", "H"],
  "positions_angstrom": [[-3.2319, -3.0862, -0.9161], [2.9267, 0.7536, 0.5995], [0.7740, 2.5150, 0.9346], [0.0073, -1.9610, 0.7015], [0.9026, 0.0842, -1.0942], [-0.2595, 1.0841, -0.8955], [-0.2853, 1.5713, 0.5940], [-1.3239, 2.0575, 0.7579], [-3.1520, -3.9405, -0.3491], [-0.1387, 0.7979, 1.3551], [2.9038, 0.7750, 1.6018], [-1.2811, 0.6406, -1.0826], [1.7440, 0.1948, -0.4655], [-0.1598, 2.1303, -1.3384], [0.3829, -1.2494, 0.0020], [1.6807, 1.9907, 0.8077], [1.1579, 0.0196, -2.0457], [-0.2725, -1.7123, 1.5194], [-2.3753, -2.6652, -0.6864]],
  "de_lowest_kj_mol": 174.8,
  "e_lumo_ha": 0.1260,
  "max_force_ha_per_bohr": 0.11142,
  "spin_multiplicity": 1,
  "homo_lumo_gap_ev": 7.582,
  "e_tot_ev": -11948.3899,
  "total_charge": -1
}

---

(6)
{
  "formula": "C5H5N",
  "method": "ωB97M-V/def2-TZVPD",
  "elements": ["N", "C", "C", "C", "C", "C", "H", "H", "H", "H", "H"],
  "positions_angstrom": [[0.2373, -1.5822, 0.5909], [-0.3058, 1.2810, 0.1342], [1.2405, -0.7995, 0.4405], [-0.5518, -0.7142, -0.3374], [-1.3141, 0.4199, 0.3028], [0.6521, 0.2675, -0.4687], [-2.2722, 0.4705, 0.8118], [-0.9342, -1.2317, -1.2156], [-0.1966, 2.3464, 0.3104], [1.2119, 0.5305, -1.3685], [2.2483, -0.9788, 0.8140]],
  "de_lowest_kj_mol": 310.3,
  "e_lumo_ha": 0.0380,
  "max_force_ha_per_bohr": 0.00866,
  "spin_multiplicity": 1,
  "homo_lumo_gap_ev": 10.804,
  "e_tot_ev": -6752.6914
}